C28H33AuN6O2S | ωB97M-V with the def2-TZVPD basis set

Last column: Löwdin charge in e.
Cartesian coordinates (Å):
Au -0.5137 -0.1709 -1.4309  1.165
C 6.0150 -0.1762 1.1722  -0.052
C 5.6604 -0.3251 -0.3080  -0.554
C 6.0359 0.9730 -1.0496  -0.023
C 6.4599 -1.4997 -0.8943  -0.030
C 4.1788 -0.5422 -0.5317  -0.119
C 3.6835 -0.8148 -1.8104  0.027
C 2.3262 -0.8450 -2.0254  -0.083
N 1.4360 -0.6502 -1.0448  -0.078
C 1.8769 -0.4916 0.2184  -0.173
C 3.2335 -0.4305 0.4866  0.079
C 0.8348 -0.3917 1.2589  -0.181
C 1.1016 -0.4254 2.6190  0.077
C 0.0658 -0.3486 3.5495  -0.120
C -1.2346 -0.3285 3.0434  0.036
C -1.4451 -0.2876 1.6793  -0.059
N -0.4278 -0.2867 0.8266  0.030
C 0.3148 -0.2416 5.0437  -0.555
C -0.3090 -1.4505 5.7578  -0.027
C -0.3582 1.0536 5.5336  -0.029
C 1.8050 -0.1791 5.3832  -0.054
H 7.0895 -0.0261 1.2650  0.097
H 5.7573 -1.0747 1.7365  0.097
H 5.5274 0.6892 1.6244  0.089
H 7.1097 1.1378 -0.9613  0.099
H 5.5192 1.8325 -0.6196  0.096
H 5.7861 0.9171 -2.1092  0.086
H 7.5124 -1.3797 -0.6408  0.097
H 6.3893 -1.5447 -1.9810  0.083
H 6.1193 -2.4513 -0.4838  0.098
H 4.3471 -0.9852 -2.6453  0.127
H 1.9201 -1.0129 -3.0141  0.120
H 3.5639 -0.2734 1.5011  0.108
H 2.1202 -0.5207 2.9604  0.107
H -2.0909 -0.3341 3.7021  0.128
H -2.4410 -0.2486 1.2606  0.106
H -1.3907 -1.4884 5.6268  0.085
H -0.1016 -1.3785 6.8252  0.097
H 0.1171 -2.3853 5.3909  0.096
H -1.4338 1.0420 5.3615  0.082
H 0.0623 1.9250 5.0288  0.097
H -0.1922 1.1658 6.6048  0.097
H 2.3154 -1.1096 5.1271  0.093
H 1.9173 -0.0306 6.4562  0.097
H 2.2987 0.6561 4.8828  0.092
N -6.6117 -1.6396 -6.3457  0.267
C -5.9145 -1.3810 -5.2479  -0.232
C -4.7640 -2.1631 -4.9288  0.049
C -4.0665 -1.9055 -3.7836  -0.006
C -4.4948 -0.8706 -2.9388  -0.202
C -5.6110 -0.0790 -3.2324  -0.003
C -6.3179 -0.3257 -4.3758  0.054
S -3.5700 -0.5502 -1.4622  0.582
O -4.3957 0.0908 -0.4921  -0.258
O -2.8845 -1.7628 -1.1012  -0.328
N -2.3592 0.4742 -2.0065  -0.241
C -2.4918 1.8353 -1.8633  -0.508
N -1.3416 2.4973 -1.6815  0.082
C -1.3891 3.8066 -1.5146  -0.111
C -2.5849 4.5122 -1.5162  -0.021
C -3.7212 3.7464 -1.7371  -0.096
N -3.6723 2.4384 -1.9236  0.127
H -6.3686 -2.4178 -6.9449  0.153
H -7.4579 -1.1269 -6.5580  0.154
H -4.4631 -2.9681 -5.5872  0.137
H -3.2159 -2.5051 -3.4895  0.131
H -5.9090 0.6921 -2.5332  0.128
H -7.1964 0.2597 -4.6164  0.139
H -0.4385 4.3053 -1.3617  0.118
H -2.6146 5.5787 -1.3597  0.111
H -4.7072 4.1957 -1.7745  0.121

Output
- highest occupied orbital energy (spin up / spin down) (eV) = -13.786 / -13.926
- 2S+1 = 3
- <S²> = 2.038
- F_max (eV Å⁻¹) = 2.40
- energy above the lowest of the compared OMol25 structures with the same formula, charge and spin (kJ/mol) = 12.67
- Kohn-Sham gap (spin up / spin down) (eV) = 8.31 / 5.01
- total charge = +2